Entry 1:
C4H4O3 | ωB97M-V/def2-TZVPD

Geometry as XYZ:
```
11
Properties=species:S:1:pos:R:3:forces:R:3
C 1.964 0.439 0.053 0.42 -0.14 0.48
C 1.423 -0.772 0.641 0.58 0.99 -3.27
C 0.681 0.030 -0.542 -3.08 2.07 -0.32
C -1.459 0.520 -0.565 2.50 0.35 -0.20
O 2.726 1.317 0.331 -0.28 0.30 -0.29
O 0.826 -1.301 -0.577 0.25 -2.12 0.30
O -1.883 0.016 0.616 -0.46 -2.72 -0.52
H 1.041 -0.966 1.561 -1.19 -0.72 2.50
H -1.944 0.094 -1.500 1.15 0.33 1.08
H -1.357 1.636 -0.557 -0.29 -1.27 0.12
H -2.017 -1.012 0.538 0.39 2.93 0.12
```
Forces are in eV/Å.

As for the calculated total energy: -380.3020 Ha. As for the gap between HOMO and LUMO: 8.9 eV. The max |F| is 0.07244 hartree/bohr.

=====

Entry 2:
C5H6N2O | ωB97M-V/def2-TZVPD

Geometry as XYZ:
```
14
Properties=species:S:1:pos:R:3:forces:R:3
C 0.378 0.824 1.110 2.41 -1.19 -3.22
C 0.315 -1.215 0.259 -0.38 3.22 0.90
C 0.628 1.347 -0.271 -0.63 -0.48 -0.71
C -0.882 -0.675 -0.460 -2.11 -1.21 1.60
C -0.367 0.523 -1.158 3.13 0.42 -2.79
N 0.388 0.974 2.296 -1.37 -0.45 2.86
N 1.097 -2.108 0.520 -0.13 -2.98 -1.18
O 1.529 2.100 -0.664 -1.82 -1.50 1.13
H -1.362 -1.426 -1.156 0.16 0.82 0.77
H -1.651 -0.321 0.393 1.48 -1.15 -1.83
H -1.043 1.205 -1.587 -1.57 0.87 0.02
H 0.118 0.178 -2.155 -0.04 0.47 1.75
H -0.083 1.712 2.823 0.70 0.45 -0.48
H 0.935 -3.119 0.051 0.17 2.72 1.18
```
Forces are in eV/Å.

As for the calculated total energy: -378.7014 Ha. As for the gap between HOMO and LUMO (spin up / spin down): 7.3 / 7.3 eV. The max |F| is 0.08200 hartree/bohr.

=====

Entry 3:
C3H2LiO3Sm | ωB97M-V/def2-TZVPD

Geometry as XYZ:
```
10
Properties=species:S:1:pos:R:3:forces:R:3
C 1.335 -1.043 -0.370 4.61 2.45 2.04
C 0.201 -0.143 -0.241 -0.65 -2.41 -1.72
O -1.046 -0.785 -0.428 1.48 0.10 -0.88
C -2.173 -0.221 0.060 -1.15 0.58 1.09
O -2.024 0.683 0.913 0.04 -0.11 -0.38
O 2.490 -0.538 -0.090 -3.27 -2.28 -1.11
Li -3.902 0.418 0.857 0.44 -0.08 -0.15
H 0.234 0.467 0.673 0.18 0.74 -0.95
H 0.684 0.034 -1.413 -1.58 1.25 2.01
Sm 4.201 1.127 0.039 -0.09 -0.25 0.04
```
Forces are in eV/Å.

As for the spin multiplicity: 7. As for the net charge: +1. As for the calculated total energy: -1006.2276 Ha. As for the gap between HOMO and LUMO (spin up / spin down): 5.9 / 5.5 eV. The max |F| is 0.10898 hartree/bohr.

=====

Entry 4:
C22H18N4O6 | ωB97M-V/def2-TZVPD

Geometry as XYZ:
```
50
Properties=species:S:1:pos:R:3:forces:R:3
O 5.105 2.431 -1.552 0.11 0.11 -0.21
C 4.517 2.378 -0.499 -0.35 0.11 0.32
C 3.622 3.523 -0.009 0.19 0.24 -0.28
O 2.638 3.129 0.916 -0.15 -0.06 0.19
C 1.530 2.468 0.447 -0.25 -0.13 -0.07
C 1.403 1.958 -0.840 0.38 0.24 0.14
C 0.238 1.308 -1.204 -0.43 -0.10 0.24
C -0.811 1.151 -0.301 0.69 0.34 0.13
C -2.032 0.489 -0.703 -0.78 -0.46 -0.37
N -3.000 0.355 0.110 0.61 0.41 0.49
N -4.124 -0.250 -0.286 -0.27 -0.51 -0.95
C -5.196 -0.352 0.560 0.20 0.14 0.06
O -5.154 0.127 1.687 -0.10 0.01 0.03
C -6.393 -1.027 0.021 -0.33 -0.04 0.14
C -6.385 -1.813 -1.135 -0.09 0.03 0.07
C -7.539 -2.392 -1.616 0.13 -0.08 -0.21
C -8.742 -2.194 -0.948 0.09 0.08 0.12
C -8.777 -1.446 0.205 0.03 0.08 0.13
C -7.611 -0.868 0.720 0.23 -0.12 -0.27
O -7.709 -0.178 1.856 0.02 0.17 0.22
C -0.664 1.654 0.996 0.07 -0.04 -0.20
C 0.491 2.302 1.365 0.23 0.08 -0.05
N 4.569 1.356 0.400 -0.27 0.12 0.46
C 5.280 0.166 0.335 0.32 -0.41 -0.14
C 5.124 -0.743 1.387 0.05 0.13 -0.20
C 5.812 -1.934 1.384 0.21 -0.21 -0.13
C 6.665 -2.228 0.324 -0.64 1.13 -0.03
N 7.387 -3.470 0.320 0.27 -0.48 0.00
O 8.114 -3.697 -0.624 0.17 -0.10 -0.18
O 7.227 -4.218 1.262 0.01 -0.21 0.18
C 6.825 -1.333 -0.728 0.07 -0.41 0.25
C 6.137 -0.139 -0.725 -0.09 0.16 -0.01
H 4.259 4.235 0.527 -0.07 -0.09 -0.12
H 3.191 4.035 -0.876 0.07 -0.15 0.07
H 2.199 2.057 -1.562 0.07 0.03 -0.08
H 0.146 0.919 -2.208 -0.02 -0.04 -0.10
H -2.086 0.119 -1.736 -0.04 0.00 0.07
H -4.196 -0.586 -1.248 -0.03 0.17 0.42
H -5.460 -2.006 -1.660 0.06 -0.02 -0.04
H -7.507 -3.000 -2.507 0.02 -0.05 -0.07
H -9.649 -2.639 -1.328 -0.09 -0.03 -0.02
H -9.694 -1.294 0.751 -0.10 0.02 0.06
H -6.801 0.113 2.121 -0.12 -0.15 -0.16
H -1.478 1.527 1.691 -0.07 0.01 0.13
H 0.616 2.702 2.359 0.00 0.05 0.12
H 3.996 1.481 1.229 0.09 0.03 -0.25
H 4.460 -0.505 2.204 -0.07 0.01 0.09
H 5.705 -2.647 2.188 -0.01 0.00 0.02
H 7.494 -1.586 -1.537 0.01 0.01 -0.03
H 6.254 0.562 -1.534 0.01 -0.01 0.00
```
Forces are in eV/Å.

As for the calculated total energy: -1519.5485 Ha. As for the gap between HOMO and LUMO: 8.0 eV. The max |F| is 0.02519 hartree/bohr.

=====

Entry 5:
C3H8NOS | ωB97M-V/def2-TZVPD

Geometry as XYZ:
```
14
Properties=species:S:1:pos:R:3:forces:R:3
N 0.970 -0.739 -1.196 -1.55 -0.41 1.83
C -0.291 -0.064 -0.376 2.18 -1.80 0.60
C -0.814 -1.219 0.512 -0.25 -1.84 -0.34
O -0.174 -2.228 0.791 -0.81 2.40 -0.59
C 0.255 1.083 0.474 -0.26 1.10 -1.45
S -1.338 1.911 1.004 0.31 -1.02 -1.43
H 0.500 -0.994 -2.089 1.14 -0.52 0.65
H 1.305 -1.566 -0.516 -1.09 1.54 -1.99
H 1.756 -0.093 -1.368 -0.58 -0.21 0.08
H -1.148 0.098 -1.045 0.77 0.65 -0.31
H -1.925 -1.110 0.681 0.99 -0.22 0.53
H 0.826 1.796 -0.217 -0.69 -0.86 1.12
H 0.935 0.705 1.273 -0.81 0.35 -0.42
H -0.857 2.419 2.071 0.65 0.84 1.72
```
Forces are in eV/Å.

As for the net charge: +1. As for the calculated total energy: -646.9818 Ha. As for the gap between HOMO and LUMO: 9.5 eV. The max |F| is 0.05616 hartree/bohr.

=====

Entry 6:
C7H16F2NO4P | ωB97M-V/def2-TZVPD

Geometry as XYZ:
```
31
Properties=species:S:1:pos:R:3:forces:R:3
C -0.452 2.877 -2.200 0.07 0.92 3.30
C 3.603 0.028 0.176 0.97 -0.92 1.77
C -1.004 -2.073 2.529 5.20 1.75 0.37
C -0.527 2.205 -0.817 -0.30 1.30 0.92
C 2.367 -0.665 -0.392 1.95 0.38 0.64
C -1.308 -1.668 -1.015 -0.09 -0.26 -1.06
C -1.244 -1.249 0.412 -1.14 2.26 0.51
N -2.700 0.249 0.405 3.34 -1.67 0.42
O -0.199 0.948 1.927 -0.07 -1.01 -0.97
O -1.411 -2.283 1.249 -0.75 0.20 -2.87
O 0.051 0.943 -0.621 1.09 -1.72 -1.41
O 1.371 -0.742 0.660 -1.19 0.99 -0.80
F -0.186 -2.253 -1.528 0.60 0.33 0.72
F -2.270 -2.542 -1.280 -1.55 -1.62 0.63
P -0.018 0.126 0.702 1.39 -0.45 1.00
H -1.347 3.529 -2.128 0.96 0.16 -0.62
H 0.528 3.361 -2.185 -0.47 0.61 -0.43
H -0.470 2.294 -3.033 -0.51 -1.99 -2.27
H 4.456 0.045 -0.502 -0.21 -0.14 -0.33
H 3.479 1.026 0.545 -0.54 0.75 -0.09
H 3.968 -0.530 1.096 -0.47 0.42 -1.05
H 0.076 -2.533 2.687 -1.84 1.03 -0.41
H -1.589 -2.600 3.152 -2.41 -1.40 2.37
H -0.934 -0.971 2.672 -0.24 -0.97 0.93
H -1.519 2.067 -0.401 -0.37 0.70 -0.37
H 0.070 2.879 -0.195 -0.57 0.03 0.33
H 2.757 -1.685 -0.519 -0.94 0.12 -0.61
H 2.138 -0.121 -1.332 -0.83 -0.82 0.68
H -1.596 -0.871 -1.616 0.36 2.04 -0.95
H -2.629 0.565 1.401 -0.71 -0.84 -1.02
H -3.460 -0.354 0.148 -0.72 -0.14 0.65
```
Forces are in eV/Å.

As for the calculated total energy: -1173.0570 Ha. As for the gap between HOMO and LUMO: 10.0 eV. The max |F| is 0.10691 hartree/bohr.

=====

Which value of max |F| does entry 6 give?
0.10691 hartree/bohr

=====

Which of these has the highest calculated total energy?
C5H6N2O

=====

Number 1 is which compound?
C4H4O3

=====

What is the formula in the second record?
C5H6N2O